Entry 1:
Formula: C10H34N4O7
Source: OMol25
Level of theory: ωB97M-V/def2-TZVPD

Calculated values
* HOMO-LUMO gap: 10.110 eV
* F_max: 0.05066 hartree/bohr
* E_HOMO: -9.54 eV
* energy relative to the best compared isomer or geometry (same formula, charge and spin): 0.017 eV

CARTESIAN COORDINATES (ANGSTROEM)
N -2.047 2.557 -5.904
C -1.034 1.870 -5.313
N -1.109 1.727 -3.964
O -0.014 1.558 -5.931
H -1.975 2.772 -6.879
H -2.876 2.814 -5.403
H -0.301 1.341 -3.516
H -1.926 1.905 -3.414
N 1.288 -1.019 -0.448
C -0.054 -0.808 -0.497
N -0.831 -1.809 -0.010
O -0.598 0.253 -0.837
H 1.769 -0.206 -0.825
H 1.651 -1.749 0.132
H -1.832 -1.753 -0.029
H -0.510 -2.709 0.305
C -2.890 1.563 1.626
C -2.805 2.949 1.043
O -2.065 2.965 -0.162
H -3.411 0.834 1.006
H -3.271 1.513 2.651
H -1.867 1.210 1.808
H -2.308 3.595 1.785
H -3.756 3.496 1.001
H -1.958 2.042 -0.425
C 0.948 -2.809 4.335
C 0.628 -1.597 3.506
O 1.845 -1.163 2.915
H 1.199 -3.637 3.674
H 0.091 -3.107 4.950
H 1.705 -2.606 5.091
H 0.227 -0.773 4.108
H -0.094 -1.821 2.710
H 1.747 -0.330 2.441
C 2.409 0.455 -3.295
C 3.395 0.871 -2.206
O 2.633 1.522 -1.166
H 1.588 1.142 -3.423
H 2.067 -0.559 -3.053
H 2.846 0.227 -4.271
H 4.020 1.655 -2.654
H 4.095 0.140 -1.805
H 2.903 2.438 -1.101
C 1.636 2.313 2.069
O 0.827 1.279 1.499
H 1.030 3.226 2.109
H 1.952 2.078 3.082
H 2.490 2.518 1.419
H 0.761 1.496 0.558
C -1.200 -4.942 2.139
O -1.981 -4.587 0.966
H -1.112 -4.026 2.718
H -1.769 -5.715 2.651
H -0.192 -5.239 1.843
H -1.964 -5.359 0.393

Results of the Löwdin charge analysis, in e, for atoms 1 through 8:
1. N 0.147
2. C -0.680
3. N 0.170
4. O 0.000
5. H 0.101
6. H 0.091
7. H 0.063
8. H 0.096

Entry 2:
Formula: C54H41N4O4Pd
Source: OMol25
Level of theory: ωB97M-V/def2-TZVPD

Calculated values
* net charge: +1
* HOMO-LUMO gap (alpha / beta): 4.611 / 5.015 eV
* F_max: 0.03006 hartree/bohr
* E_HOMO (alpha / beta): -9.38 / -9.39 eV

CARTESIAN COORDINATES (ANGSTROEM)
Pd -0.091 0.025 -0.660
C -5.430 7.485 1.697
O -5.432 7.017 0.367
C -4.892 5.810 0.105
C -4.449 4.908 1.072
C -3.812 3.747 0.689
C -3.558 3.471 -0.656
C -4.086 4.331 -1.621
C -4.764 5.469 -1.248
C -2.614 2.376 -0.926
C -2.958 1.075 -0.466
C -4.285 0.662 -0.169
C -4.215 -0.657 0.199
C -2.844 -1.027 0.137
N -2.097 0.040 -0.272
C -2.328 -2.266 0.579
C -0.969 -2.548 0.728
C -0.460 -3.738 1.361
C 0.889 -3.679 1.285
C 1.224 -2.450 0.609
C 2.533 -2.058 0.316
C 3.624 -2.817 0.942
C 3.595 -2.983 2.335
C 4.582 -3.674 2.990
C 5.634 -4.269 2.276
O 6.512 -4.964 3.022
C 7.589 -5.651 2.423
C 5.680 -4.098 0.891
C 4.700 -3.367 0.244
C 2.855 -0.867 -0.390
N 1.971 0.116 -0.747
C 2.718 1.192 -1.124
C 2.202 2.504 -1.333
C 3.125 3.611 -1.048
C 4.332 3.835 -1.713
C 5.239 4.747 -1.230
C 4.983 5.464 -0.054
O 5.989 6.247 0.375
C 5.894 6.849 1.646
C 3.747 5.302 0.576
C 2.839 4.392 0.077
C 0.849 2.810 -1.471
C 0.378 4.147 -1.728
C -0.971 4.109 -1.672
C -1.343 2.749 -1.365
N -0.216 1.971 -1.320
C 4.101 0.867 -1.065
C 4.184 -0.420 -0.614
N 0.074 -1.785 0.289
C -3.253 -3.355 0.948
C -3.411 -3.753 2.277
C -4.175 -4.850 2.600
C -4.782 -5.611 1.591
O -5.504 -6.673 2.004
C -6.209 -7.441 1.052
C -4.614 -5.227 0.259
C -3.887 -4.093 -0.047
H -5.831 8.495 1.656
H -4.414 7.514 2.104
H -6.065 6.872 2.343
H -4.578 5.116 2.122
H -3.433 3.076 1.444
H -3.962 4.102 -2.669
H -5.175 6.143 -1.981
H -5.159 1.280 -0.235
H -5.015 -1.303 0.503
H -1.063 -4.501 1.811
H 1.597 -4.406 1.632
H 2.796 -2.532 2.905
H 4.573 -3.780 4.063
H 8.141 -6.100 3.249
H 8.248 -4.971 1.876
H 7.235 -6.442 1.754
H 6.476 -4.541 0.312
H 4.744 -3.265 -0.831
H 4.548 3.301 -2.625
H 6.188 4.905 -1.719
H 6.877 7.274 1.841
H 5.664 6.112 2.423
H 5.140 7.641 1.658
H 3.497 5.852 1.470
H 1.907 4.237 0.602
H 1.010 4.991 -1.925
H -1.648 4.932 -1.790
H 4.914 1.519 -1.306
H 5.078 -0.976 -0.423
H -2.937 -3.179 3.058
H -4.325 -5.147 3.626
H -6.734 -8.211 1.615
H -5.529 -7.913 0.337
H -6.941 -6.832 0.517
H -5.033 -5.817 -0.541
H -3.767 -3.794 -1.076
C -1.308 -2.787 -4.751
C -0.104 -2.928 -4.083
C 0.213 -2.067 -3.036
C -0.670 -1.060 -2.685
C -1.871 -0.910 -3.356
C -2.186 -1.780 -4.397
H -1.552 -3.462 -5.559
H 0.590 -3.700 -4.383
H 1.164 -2.182 -2.526
H -2.576 -0.123 -3.114
H -3.122 -1.664 -4.926

Results of the Löwdin charge analysis, in e, for atoms 1 through 8:
1. Pd 1.170
2. C -0.075
3. O -0.069
4. C -0.272
5. C 0.000
6. C -0.014
7. C -0.224
8. C -0.035

Entry 3:
Formula: C33H41BCl3N6OS3W
Source: OMol25
Level of theory: ωB97M-V/def2-TZVPD

Calculated values
* net charge: +3
* HOMO-LUMO gap (alpha / beta): 5.623 / 5.623 eV
* F_max: 0.01564 hartree/bohr
* E_HOMO (alpha / beta): -16.20 / -16.20 eV
* energy relative to the best compared isomer or geometry (same formula, charge and spin): 0.000 eV

CARTESIAN COORDINATES (ANGSTROEM)
W 2.848 1.740 0.757
C 0.422 0.757 5.331
C -0.180 0.615 3.969
C -1.521 0.403 3.755
C -2.048 0.316 2.449
N -1.250 0.374 1.402
N 0.050 0.538 1.601
B 0.928 0.462 0.296
N 0.086 1.051 -0.849
N -0.557 0.258 -1.690
C -1.401 0.821 -2.534
C -1.627 2.217 -2.502
C -0.953 3.039 -1.630
C -1.124 4.522 -1.569
C -0.044 2.365 -0.804
S 1.053 3.185 0.311
C -2.127 -0.066 -3.523
C -1.793 0.401 -4.948
C -3.638 0.071 -3.267
C -1.712 -1.525 -3.349
N 1.233 -1.031 0.018
N 0.226 -1.887 0.155
C 0.421 -3.133 -0.221
C 1.653 -3.527 -0.797
C 2.700 -2.648 -0.920
C 4.035 -3.013 -1.486
C 2.427 -1.354 -0.447
S 3.669 -0.118 -0.347
C -0.690 -4.137 0.009
C -0.996 -4.871 -1.306
C -0.191 -5.144 1.061
C -1.951 -3.444 0.521
C 0.597 0.703 2.799
S 2.325 1.079 2.924
C -3.534 0.172 2.204
C -4.236 1.394 2.822
C -4.028 -1.115 2.885
C -3.835 0.109 0.709
H -0.348 0.693 6.096
H 0.932 1.716 5.438
H 1.153 -0.033 5.515
H -2.190 0.332 4.603
H -2.341 2.646 -3.195
H -1.906 4.848 -2.251
H -0.196 5.026 -1.845
H -1.390 4.845 -0.561
H -2.096 1.432 -5.132
H -2.327 -0.224 -5.663
H -0.725 0.311 -5.156
H -3.996 1.088 -3.437
H -3.895 -0.222 -2.248
H -4.177 -0.580 -3.953
H -0.644 -1.664 -3.523
H -2.255 -2.136 -4.071
H -1.950 -1.886 -2.347
H 1.773 -4.551 -1.126
H 4.072 -4.072 -1.729
H 4.834 -2.797 -0.776
H 4.235 -2.445 -2.397
H -0.166 -5.495 -1.637
H -1.250 -4.175 -2.106
H -1.848 -5.532 -1.153
H 0.712 -5.663 0.738
H -0.959 -5.899 1.228
H 0.014 -4.653 2.015
H -2.330 -2.719 -0.201
H -1.767 -2.926 1.464
H -2.723 -4.194 0.690
H -4.096 1.449 3.902
H -5.308 1.321 2.638
H -3.881 2.326 2.377
H -3.866 -1.104 3.963
H -3.541 -1.998 2.467
H -5.101 -1.213 2.723
H -3.526 1.024 0.199
H -4.910 -0.008 0.569
H -3.332 -0.735 0.235
Cl 9.104 5.298 0.988
C 7.590 4.596 0.629
C 7.099 3.588 1.462
C 5.875 3.074 1.122
Cl 5.113 1.775 2.052
C 5.136 3.485 0.027
O 3.951 2.869 -0.215
C 5.644 4.485 -0.794
Cl 4.746 5.006 -2.150
C 6.876 5.039 -0.480
H 7.661 3.249 2.321
H 7.283 5.823 -1.104

Results of the Löwdin charge analysis, in e, for atoms 1 through 8:
1. W 0.934
2. C -0.025
3. C -0.207
4. C 0.119
5. C -0.153
6. N 0.213
7. N -0.023
8. B -0.702

Entry 4:
Formula: C12H23Cl2N4O3
Source: OMol25
Level of theory: ωB97M-V/def2-TZVPD

Calculated values
* net charge: +1
* HOMO-LUMO gap: 7.249 eV
* F_max: 0.01736 hartree/bohr
* E_HOMO: -10.97 eV

CARTESIAN COORDINATES (ANGSTROEM)
C 4.181 1.300 -2.983
C 3.955 0.329 -4.087
Cl 5.360 -0.032 -4.972
C 2.793 -0.261 -4.392
Cl 2.650 -1.447 -5.622
N 1.583 0.078 -3.739
N 1.031 1.319 -3.784
C -0.119 1.282 -3.109
N -0.947 2.360 -2.966
N -0.332 0.050 -2.634
C 0.716 -0.669 -3.032
C 0.852 -2.109 -2.722
H 4.872 0.836 -2.291
H 3.273 1.538 -2.446
H 4.602 2.222 -3.363
H 1.469 2.088 -4.266
H -0.874 2.970 -2.176
H -1.682 2.484 -3.634
H 0.977 -2.222 -1.653
H -0.090 -2.576 -2.970
H 1.670 -2.558 -3.264
C -2.378 0.182 5.991
O -1.578 0.348 4.838
C -0.463 -0.525 4.793
C -0.185 -0.996 3.383
O -1.116 -1.941 2.877
C -2.411 -1.493 2.506
C -2.457 -0.668 1.240
O -1.972 0.650 1.455
C -1.339 1.191 0.329
H -1.859 0.544 6.885
H -3.283 0.769 5.850
H -2.658 -0.867 6.132
H -0.622 -1.396 5.436
H 0.418 0.020 5.159
H 0.768 -1.530 3.405
H -0.064 -0.150 2.703
H -2.907 -0.978 3.329
H -2.974 -2.409 2.312
H -3.499 -0.598 0.901
H -1.870 -1.173 0.463
H -0.573 0.510 -0.056
H -0.853 2.119 0.638
H -2.065 1.412 -0.464

Results of the Löwdin charge analysis, in e, for atoms 1 through 8:
1. C -0.085
2. C -0.727
3. Cl 0.785
4. C -0.689
5. Cl 0.770
6. N -0.020
7. N 0.212
8. C -0.356

Entry 5:
Formula: C19H24BiF4N2O6PS2
Source: OMol25
Level of theory: ωB97M-V/def2-TZVPD

Calculated values
* HOMO-LUMO gap: 8.639 eV
* F_max: 0.05228 hartree/bohr
* E_HOMO: -8.80 eV
* energy relative to the best compared isomer or geometry (same formula, charge and spin): 1.954 eV

CARTESIAN COORDINATES (ANGSTROEM)
Bi 0.749 0.005 0.112
C 3.619 -1.509 0.721
N 2.908 -0.528 1.568
C 3.689 0.654 1.859
C 2.374 -1.147 2.801
C 1.133 -1.963 2.463
N 0.087 -1.128 1.835
C -0.938 -0.529 2.663
C -0.863 0.736 3.187
F 0.301 1.462 3.073
C -1.903 1.344 3.800
F -1.737 2.608 4.281
C -3.135 0.746 3.976
C -3.234 -0.492 3.391
F -4.379 -1.193 3.361
C -2.152 -1.192 2.818
F -2.426 -2.390 2.345
H 4.523 -1.867 1.182
H 3.811 -1.116 -0.253
H 2.998 -2.423 0.488
H 4.695 0.423 2.310
H 3.200 1.370 2.450
H 3.886 1.192 0.924
H 2.110 -0.326 3.473
H 3.133 -1.820 3.160
H 0.772 -2.434 3.391
H 1.360 -2.701 1.715
H -3.990 1.280 4.320
O 2.197 4.202 -0.705
S 1.723 2.834 -0.854
O 2.714 1.852 -1.344
O 1.072 2.261 0.404
C 0.485 2.833 -2.133
C 0.953 3.246 -3.352
C 0.235 3.031 -4.501
C -0.883 2.226 -4.455
C -1.395 1.815 -3.206
C -0.762 2.242 -2.061
S -1.771 2.109 -0.570
O -1.492 3.259 0.168
O -3.111 1.952 -1.020
O -1.297 0.842 0.118
H 1.898 3.756 -3.332
H 0.594 3.349 -5.466
H -1.319 1.967 -5.423
H -2.380 1.321 -3.128
C -0.702 -3.627 -1.110
P -0.869 -1.936 -1.813
C -0.762 -2.106 -3.675
C -2.634 -1.600 -1.353
H -1.446 -4.314 -1.481
H -0.809 -3.470 -0.017
H 0.239 -4.103 -1.382
H -1.525 -2.844 -4.028
H 0.262 -2.433 -3.809
H -0.905 -1.126 -4.140
H -3.335 -2.113 -2.062
H -2.793 -0.533 -1.328
H -2.775 -1.950 -0.354

Results of the Löwdin charge analysis, in e, for atoms 1 through 8:
1. Bi 1.859
2. C -0.090
3. N -0.371
4. C -0.092
5. C -0.182
6. C -0.221
7. N -0.223
8. C -0.191

Entry 6:
Formula: C3H4S2
Source: OMol25
Level of theory: ωB97M-V/def2-TZVPD

Calculated values
* HOMO-LUMO gap (alpha / beta): 7.735 / 7.752 eV
* F_max: 0.05732 hartree/bohr
* E_HOMO (alpha / beta): -8.22 / -7.95 eV
* energy relative to the best compared isomer or geometry (same formula, charge and spin): 4.394 eV

CARTESIAN COORDINATES (ANGSTROEM)
C 0.279 0.342 -1.324
C 0.044 0.795 -0.156
C -0.169 -1.266 1.283
S 0.529 -2.286 0.294
S -0.731 -1.093 2.851
H 0.267 1.063 -2.176
H 0.553 -0.752 -1.371
H -0.197 1.800 0.167
H -0.634 -2.520 3.198

Results of the Löwdin charge analysis, in e, for atoms 1 through 8:
1. C -0.169
2. C -0.052
3. C -1.194
4. S 0.663
5. S 0.705
6. H 0.078
7. H -0.029
8. H 0.036